ORCA calculation (ωB97M-V/def2-TZVPD) on 10 unconnected molecules or ions with the total composition C27H64NO10.

```
102
Properties=species:S:1:pos:R:3:forces:R:3:mulliken_charge:R:1
C 0.63390 -1.61030 0.04286 -0.20 0.22 -0.16 -0.066
N 0.20823 -0.33679 -0.45994 0.15 0.13 0.06 -0.728
C 0.36253 0.72419 0.48448 -0.06 -0.35 -0.82 0.578
C -0.92496 1.51615 0.52325 -0.03 0.21 0.43 -0.183
O -0.97651 2.73544 0.41523 -0.02 -0.16 -0.18 -0.733
C -2.21919 0.74540 0.62148 0.08 -0.01 -0.12 0.703
C -3.38299 1.33082 0.13122 -0.12 -0.16 0.23 -0.753
C -4.60180 0.66869 0.24966 -0.06 0.03 -0.05 -0.402
C -4.66868 -0.58629 0.83651 0.09 -0.01 0.07 -0.416
C -3.50468 -1.17103 1.33498 0.12 0.08 0.03 -0.727
C -2.29315 -0.50797 1.23252 -0.02 0.15 0.00 0.061
H 1.39773 -1.54080 0.83853 -0.13 -0.07 -0.06 0.056
H -0.19097 -2.25769 0.45143 0.05 -0.02 0.07 0.052
H 1.07815 -2.21605 -0.76255 0.01 -0.05 0.06 -0.140
H 0.63420 0.39638 1.50960 -0.03 0.11 0.09 -0.180
H 1.12816 1.45223 0.14899 0.05 0.16 0.44 0.086
H -3.33076 2.30812 -0.33250 0.08 -0.02 -0.01 0.396
H -5.50654 1.14313 -0.11543 0.02 -0.03 -0.02 0.371
H -5.61872 -1.10136 0.92066 0.01 0.01 -0.01 0.357
H -3.51768 -2.15125 1.79952 -0.14 0.04 -0.02 0.381
H -1.39245 -0.96060 1.62389 0.01 -0.05 -0.10 0.311
C -4.77504 5.16925 1.07955 -0.02 -0.11 0.06 -0.558
C -4.84162 4.84771 2.55924 0.14 -0.17 -0.14 -0.402
O -4.96673 3.44877 2.79450 -0.04 0.10 0.08 -0.519
H -5.66504 4.78670 0.57521 -0.02 0.03 0.02 0.149
H -4.70571 6.24125 0.90490 0.02 0.02 -0.01 0.303
H -3.90461 4.69079 0.62474 0.04 0.05 0.01 0.189
H -5.71944 5.31350 3.00928 0.00 -0.01 0.03 0.171
H -3.95159 5.23020 3.07213 -0.04 0.08 0.01 0.352
H -4.19699 3.01838 2.40110 -0.08 -0.12 -0.05 0.294
C -9.80325 3.79428 3.62932 -0.05 0.03 -0.03 -1.153
C -8.90575 4.33267 2.52987 0.14 -0.04 0.23 -0.029
O -8.51428 5.67849 2.79757 -0.11 -0.01 -0.11 -0.533
H -10.68990 4.42104 3.73593 -0.01 -0.01 -0.03 0.274
H -10.11894 2.77215 3.41456 0.02 -0.01 0.01 0.343
H -9.27776 3.79419 4.58707 0.02 -0.06 -0.01 0.339
H -9.43414 4.34392 1.57729 0.02 0.09 -0.02 0.294
H -8.01617 3.70442 2.41776 -0.03 -0.03 -0.04 0.165
H -8.03089 5.67335 3.62940 0.05 0.03 -0.02 0.287
C 5.25609 -3.11125 0.10954 -0.04 0.02 0.16 -0.826
C 4.60527 -1.86552 0.68408 -0.02 -0.09 0.16 -0.450
O 3.51748 -2.18641 1.54015 0.23 0.11 0.12 -0.330
H 4.52492 -3.69983 -0.43729 0.00 0.02 -0.07 0.148
H 6.07624 -2.85810 -0.56677 -0.01 0.02 0.00 0.393
H 5.65328 -3.72377 0.92244 0.12 0.03 -0.03 0.234
H 4.18694 -1.24261 -0.10637 -0.04 -0.01 0.00 0.374
H 5.34769 -1.26971 1.23192 0.01 0.06 -0.08 0.246
H 3.83446 -2.75179 2.25440 -0.05 -0.14 -0.07 0.186
C 2.71983 -4.52642 -4.69464 0.07 -0.04 0.02 -1.092
C 2.72070 -4.01606 -3.26469 0.04 0.15 -0.04 -0.229
O 4.03945 -3.80720 -2.76478 -0.04 -0.12 -0.04 -0.357
H 3.28045 -5.46000 -4.76867 -0.02 -0.01 0.01 0.263
H 1.69897 -4.69957 -5.04017 -0.01 0.01 0.01 0.396
H 3.19517 -3.80593 -5.36262 -0.03 0.02 -0.01 0.255
H 2.25952 -4.74351 -2.59773 0.00 0.02 0.04 0.279
H 2.14909 -3.08639 -3.19073 -0.07 -0.04 0.04 0.289
H 4.47198 -3.15397 -3.32608 -0.01 -0.04 -0.07 0.241
C 1.77379 -1.35714 4.36994 0.14 0.01 0.02 -0.921
C 1.74118 -2.86797 4.46551 -0.02 0.19 0.07 -0.231
O 3.02451 -3.40129 4.84015 -0.08 -0.14 -0.11 -0.576
H 2.51316 -1.04305 3.63301 -0.08 -0.02 -0.06 0.168
H 0.80197 -0.96527 4.06903 -0.01 -0.01 -0.01 0.181
H 2.04224 -0.91378 5.33422 -0.07 -0.01 0.03 0.447
H 1.49649 -3.30347 3.49770 0.07 -0.02 -0.02 0.262
H 0.99174 -3.19688 5.19322 -0.04 -0.02 -0.05 0.429
H 3.24920 -3.03499 5.70029 0.04 0.01 -0.01 0.279
C 4.53166 -7.14780 2.92620 -0.11 0.01 0.05 -1.333
C 4.35845 -5.76948 2.31347 -0.16 0.09 0.03 0.089
O 3.07636 -5.21578 2.54820 -0.11 -0.26 0.07 -0.453
H 3.77209 -7.82878 2.54010 0.02 0.00 -0.03 0.300
H 5.51825 -7.55746 2.70087 0.01 0.01 0.00 0.399
H 4.41742 -7.10395 4.01218 0.05 0.01 0.00 0.333
H 4.44564 -5.81959 1.22899 0.13 0.01 -0.01 0.201
H 5.12350 -5.07979 2.69101 0.12 -0.11 -0.05 0.206
H 2.95891 -5.11478 3.50049 0.10 0.17 0.04 0.221
C 7.84805 -4.61725 -6.19066 -0.07 -0.04 0.00 -1.044
C 7.17385 -3.38788 -5.61043 0.03 -0.06 0.13 -0.329
O 6.06306 -3.72641 -4.78812 0.15 0.08 -0.14 -0.418
H 7.13335 -5.20255 -6.76995 0.00 0.02 -0.02 0.272
H 8.68083 -4.33855 -6.83836 0.01 0.00 0.01 0.348
H 8.23389 -5.25777 -5.39407 0.04 0.02 0.00 0.336
H 6.77684 -2.75815 -6.40568 -0.02 0.02 0.01 0.287
H 7.89321 -2.79203 -5.03811 0.02 0.04 -0.06 0.264
H 6.37971 -4.27334 -4.06096 -0.16 -0.03 0.05 0.243
C 2.08848 2.76785 -2.66679 -0.02 -0.08 -0.08 -0.834
C 3.12185 3.49557 -1.83572 -0.10 0.09 -0.06 -0.153
O 4.04892 4.23741 -2.64118 0.04 -0.03 0.04 -0.551
H 2.57039 2.08220 -3.36536 0.03 -0.02 0.04 0.241
H 1.40780 2.19213 -2.03694 0.00 -0.01 0.00 0.218
H 1.49477 3.47441 -3.25460 -0.03 0.03 0.06 0.315
H 3.72075 2.78957 -1.26271 0.03 0.01 0.00 0.229
H 2.63090 4.17187 -1.12918 0.00 -0.06 0.06 0.237
H 3.53613 4.87339 -3.14820 0.00 -0.02 -0.03 0.295
C -6.24182 6.57474 -3.05283 0.07 -0.04 0.02 -1.034
C -6.21682 7.20628 -1.67343 0.08 0.08 -0.09 -0.075
O -4.88944 7.41688 -1.20591 -0.05 0.06 -0.03 -0.488
H -5.70581 5.62551 -3.04276 -0.02 -0.01 0.01 0.277
H -7.26640 6.39590 -3.38316 0.00 0.01 0.00 0.320
H -5.75476 7.22390 -3.78502 -0.04 0.02 -0.01 0.311
H -6.68821 6.55000 -0.94331 0.01 0.01 0.04 0.166
H -6.76531 8.15534 -1.67711 -0.06 -0.03 0.02 0.291
H -4.44432 8.00884 -1.81975 0.02 -0.02 -0.01 0.269
```
Forces are in eV/Å.

The highest occupied orbital energy comes out at -1.876 eV. The calculation puts the molar mass at 562.81 Da. The net charge is -1. The total energy comes out at -50999.0124 eV.

---

ORCA calculation (ωB97M-V/def2-TZVPD) on 5 unconnected molecules or ions with the total composition C27H65N2O8.

```
102
Properties=species:S:1:pos:R:3:forces:R:3:mulliken_charge:R:1
C -4.63170 -0.90175 -5.49799 0.01 -0.08 0.03 -1.205
C -3.46145 -0.12068 -6.09054 -0.10 0.08 0.06 -0.344
C -2.09249 -0.68556 -5.72701 0.08 0.02 0.04 0.328
C -1.80140 -2.08228 -6.28013 -0.11 -0.03 -0.07 -0.669
C -0.61482 -2.78378 -5.60951 0.12 0.07 0.01 -0.880
C -0.99645 -3.71782 -4.46359 -0.13 -0.11 0.09 -0.998
C -1.61120 -3.00855 -3.25640 -0.08 0.13 -0.03 0.757
C -1.54656 -3.78858 -1.94010 0.03 -0.15 -0.04 -1.259
C -1.52961 -2.85837 -0.71847 -0.08 0.11 0.01 -0.823
C -0.10871 -2.62399 -0.22045 0.10 0.07 -0.23 0.679
N -0.06479 -1.35217 0.60719 0.06 -0.03 -0.04 0.073
C 0.48904 -1.42623 2.02632 -0.02 -0.01 0.21 -0.357
O 0.02830 -0.33295 2.71788 -0.07 -0.07 -0.20 -0.558
C 0.77689 0.89014 2.52057 0.14 0.04 -0.12 -0.259
C 1.79444 1.12432 3.63141 0.14 0.09 -0.06 -0.114
C 3.25319 0.80499 3.25682 0.02 -0.09 0.00 -1.162
C 0.06389 -2.72067 2.78267 0.10 -0.22 -0.13 -0.452
N -1.07554 -2.63154 3.62662 0.09 0.04 -0.03 -0.300
C -2.39061 -2.39643 3.02815 0.04 0.08 -0.13 0.286
C -3.24539 -3.66071 2.92723 0.02 -0.04 0.05 -1.321
O -0.17268 -3.80117 1.88550 -0.03 0.10 -0.04 -0.439
C 0.43226 -3.79092 0.60472 0.01 0.03 0.03 -0.104
C 1.97136 -3.92564 0.60708 0.10 0.00 0.22 -1.100
O 2.60585 -2.68878 0.25953 -0.20 0.09 -0.23 -0.157
O 3.82504 -2.96871 -0.43357 -0.09 -0.05 0.21 -0.443
H -4.49423 -1.03987 -4.41903 -0.03 0.01 -0.06 0.199
H -4.74879 -1.88988 -5.94867 0.03 0.04 0.03 0.326
H -5.57161 -0.36774 -5.64253 0.04 0.00 -0.01 0.411
H -3.52532 0.90615 -5.71513 0.02 -0.01 -0.15 -0.036
H -3.56280 -0.07314 -7.17982 0.00 0.04 0.05 0.369
H -1.99570 -0.68177 -4.63232 -0.02 -0.04 -0.07 -0.324
H -1.31567 -0.00982 -6.10458 -0.01 0.00 0.09 0.397
H -2.68900 -2.72039 -6.19662 0.07 0.04 0.02 0.236
H -1.60596 -1.98322 -7.35192 -0.05 -0.02 0.04 0.443
H -0.05778 -3.36777 -6.34623 -0.04 0.04 0.01 0.358
H 0.08076 -2.01857 -5.23330 0.01 -0.09 -0.05 0.278
H -0.11367 -4.28188 -4.13906 0.00 0.08 -0.04 0.470
H -1.71110 -4.45771 -4.84216 0.10 -0.04 0.05 0.314
H -2.65642 -2.76481 -3.47692 0.08 0.12 0.07 0.298
H -1.10382 -2.04443 -3.11082 0.09 -0.07 -0.02 -0.686
H -2.38055 -4.48705 -1.85258 0.04 0.02 -0.09 0.433
H -0.63953 -4.40701 -1.95525 -0.07 0.01 0.11 0.446
H -1.94592 -1.88811 -1.01908 -0.06 -0.08 0.02 0.618
H -2.15107 -3.22987 0.09889 0.08 -0.06 0.02 -0.215
H 0.54427 -2.45306 -1.08114 -0.06 0.05 0.11 0.354
H 0.46182 -0.64611 0.08640 -0.11 0.14 -0.04 0.377
H -0.99991 -0.95141 0.68820 -0.10 -0.11 0.04 0.644
H 1.56923 -1.40520 1.90437 0.15 -0.08 -0.06 0.396
H 0.03449 1.68576 2.45930 -0.02 -0.10 0.13 0.409
H 1.27856 0.84565 1.54503 -0.05 0.08 0.03 0.160
H 1.48767 0.51988 4.48811 -0.06 0.15 0.03 0.361
H 1.73153 2.16744 3.94618 -0.02 -0.07 0.03 0.041
H 3.60039 -0.13191 3.69658 -0.04 0.01 -0.05 0.295
H 3.38748 0.72750 2.17366 0.00 0.05 0.05 0.286
H 3.92412 1.59006 3.60566 -0.03 -0.06 0.02 0.347
H 0.92288 -2.95433 3.42608 -0.04 0.04 -0.01 0.370
H -0.88903 -2.00031 4.39083 0.01 -0.05 0.04 0.336
H -2.28753 -1.95263 2.02890 -0.06 0.07 0.04 -0.224
H -2.89453 -1.64018 3.63134 -0.01 -0.08 0.02 0.540
H -4.30034 -3.43988 3.09679 0.04 0.01 -0.06 0.376
H -3.15322 -4.14058 1.95152 0.05 -0.02 0.05 0.241
H -2.91763 -4.37943 3.67845 -0.06 0.06 0.00 0.343
H 0.04046 -4.69681 0.13545 0.06 0.04 0.08 0.730
H 2.29686 -4.23859 1.60380 0.02 -0.06 -0.06 0.373
H 2.29209 -4.68275 -0.10827 -0.09 0.03 -0.03 0.409
H 3.56857 -2.87017 -1.36404 -0.02 0.04 0.07 0.328
C 0.82769 4.32570 7.47578 -0.02 -0.05 -0.09 -1.158
C 2.10477 4.71612 6.76054 0.10 0.00 0.06 -0.138
O 2.15829 4.23937 5.41575 -0.11 -0.04 -0.03 -0.479
H 0.70689 3.24200 7.47717 0.00 0.00 0.01 0.269
H 0.84033 4.67542 8.50821 0.02 0.01 0.00 0.362
H -0.04197 4.76812 6.98425 0.00 0.01 0.01 0.345
H 2.96787 4.26660 7.25342 -0.01 0.01 0.04 0.163
H 2.23774 5.80211 6.78145 0.02 0.00 0.00 0.358
H 1.42969 4.64366 4.93383 0.03 0.05 -0.01 0.257
C 0.12756 1.78165 -3.56241 -0.03 0.04 0.06 -1.149
C 0.54275 0.77469 -2.51488 0.07 0.08 0.03 0.230
O -0.25425 0.87653 -1.31746 0.02 -0.38 -0.06 -0.561
H 0.20350 2.79481 -3.16851 0.00 0.00 -0.02 0.382
H 0.76574 1.69992 -4.44244 0.01 -0.01 0.00 0.419
H -0.90212 1.60772 -3.88244 -0.01 -0.01 -0.01 0.096
H 1.56708 0.95188 -2.18616 0.00 0.00 -0.03 0.422
H 0.48526 -0.24250 -2.91890 -0.01 -0.02 0.02 -0.160
H -1.17709 0.78858 -1.58568 0.00 0.15 0.01 0.302
C 6.84331 3.32729 6.75854 -0.02 0.03 -0.04 -0.857
C 6.69961 4.64567 7.49452 0.00 0.01 0.01 -0.287
O 6.01907 5.62930 6.72539 -0.04 -0.02 -0.01 -0.498
H 7.36872 3.47510 5.81488 0.00 -0.01 0.00 0.264
H 7.39916 2.60553 7.35854 0.00 0.00 0.01 0.325
H 5.86189 2.89756 6.53978 0.00 -0.01 0.01 0.219
H 7.67844 5.07508 7.70483 0.01 -0.02 0.02 0.306
H 6.19560 4.49177 8.45538 0.00 0.01 0.01 0.255
H 5.14161 5.29675 6.51144 0.00 0.00 -0.03 0.274
C -2.57492 4.40252 -5.45147 -0.02 -0.05 0.04 -0.652
C -3.94044 4.24134 -6.09183 -0.01 -0.02 -0.05 -0.343
O -4.80196 3.39422 -5.33837 0.08 -0.05 0.07 -0.499
H -2.10023 3.42813 -5.32151 0.00 0.01 -0.01 -0.052
H -1.92692 5.02512 -6.06943 0.00 0.01 -0.01 0.358
H -2.65908 4.87777 -4.47104 0.01 0.01 0.00 0.323
H -3.85039 3.76081 -7.06568 0.01 0.02 -0.01 0.279
H -4.40598 5.21911 -6.24956 -0.01 -0.01 0.00 0.332
H -4.94416 3.79629 -4.47592 -0.04 0.03 -0.02 0.287
```
Forces are in eV/Å.

The highest occupied orbital energy comes out at -11.594 eV. The calculation puts the molar mass at 545.82 Da. The net charge is +1. As for the energy above the lowest of the compared OMol25 structures with the same formula, charge and spin: 0.0 kJ/mol. The total energy comes out at -48403.3648 eV.

---

no.,HOMO-LUMO gap (eV)
1,4.16
2,9.39